1.
{
  "formula": "C15H20N3O12S",
  "method": "ωB97M-V with the def2-TZVPD basis set",
  "charge": -1,
  "fmax_ev_per_a": 5.66,
  "lumo_energy_ev": 1.58,
  "energy_ha": -2048.87737,
  "homo_lumo_gap_ev": 5.91,
  "species": ["O", "C", "O", "C", "N", "C", "C", "S", "C", "N", "N", "C", "O", "H", "H", "H", "H", "H", "H", "H", "H", "C", "C", "O", "C", "O", "O", "H", "H", "H", "H", "C", "C", "O", "C", "O", "O", "H", "H", "H", "H", "C", "C", "O", "C", "O", "O", "H", "H", "H", "H"],
  "coordinates": [[0.813, -2.038, -2.106], [0.000, -1.099, -2.453], [-0.002, -0.713, -3.768], [-0.909, -0.488, -1.293], [-2.217, 0.069, -1.742], [-2.065, 1.363, -2.462], [-3.580, 1.860, -2.813], [-4.354, 0.424, -3.762], [-5.914, 0.066, -2.861], [-7.106, -0.149, -3.613], [-8.098, -0.361, -2.690], [-7.511, -0.268, -1.397], [-6.098, -0.011, -1.447], [-0.354, 0.273, -0.626], [-1.161, -1.367, -0.587], [-2.745, 0.319, -0.880], [-1.555, 1.251, -3.491], [-1.477, 2.159, -1.883], [-4.139, 2.046, -1.830], [-3.591, 2.811, -3.440], [-8.143, -0.386, -0.464], [0.682, -5.374, -3.771], [1.640, -4.845, -2.751], [1.993, -6.011, -2.008], [1.777, -7.081, -2.816], [2.128, -8.202, -2.564], [1.115, -6.721, -3.948], [0.728, -4.824, -4.712], [-0.351, -5.379, -3.413], [2.544, -4.426, -3.203], [1.186, -4.092, -2.106], [2.698, 1.799, 0.694], [2.392, 1.947, 2.153], [1.005, 2.259, 2.161], [0.481, 1.775, 1.000], [-0.692, 1.719, 0.760], [1.459, 1.363, 0.152], [3.484, 1.067, 0.505], [2.975, 2.747, 0.226], [2.548, 1.018, 2.710], [2.973, 2.743, 2.622], [3.888, 2.728, 7.187], [2.972, 3.800, 6.679], [3.660, 4.294, 5.538], [4.489, 3.303, 5.109], [5.091, 3.326, 4.071], [4.545, 2.283, 6.008], [3.347, 1.908, 7.663], [4.637, 3.112, 7.886], [2.001, 3.408, 6.364], [2.813, 4.594, 7.411]],
  "lowdin_charge": [-0.143, -0.545, -0.196, -0.152, -0.116, -0.300, -0.416, 0.914, -0.542, -0.031, -0.034, -0.121, -0.039, 0.079, 0.128, 0.102, 0.111, 0.115, 0.081, 0.073, 0.122, -0.124, -0.133, 0.056, -0.564, 0.121, 0.047, 0.137, 0.135, 0.137, 0.097, -0.117, -0.133, 0.060, -0.537, 0.133, 0.063, 0.141, 0.137, 0.138, 0.118, -0.135, -0.133, 0.063, -0.550, 0.147, 0.065, 0.136, 0.134, 0.137, 0.135]
}

=====

2.
{
  "formula": "C15H20N6O3",
  "method": "ωB97M-V with the def2-TZVPD basis set",
  "smiles": "COCCCNc1nc(N)c([N+](=O)[O-])c(NCc2ccccc2)n1",
  "fmax_ev_per_a": 1.08,
  "lumo_energy_ev": 0.12,
  "energy_ha": -1137.80999,
  "homo_lumo_gap_ev": 8.93,
  "species": ["C", "O", "C", "C", "C", "N", "C", "N", "C", "N", "C", "N", "O", "O", "C", "N", "C", "C", "C", "C", "C", "C", "C", "N", "H", "H", "H", "H", "H", "H", "H", "H", "H", "H", "H", "H", "H", "H", "H", "H", "H", "H", "H", "H"],
  "coordinates": [[-5.150, -1.793, 1.734], [-4.672, -0.558, 1.262], [-3.402, -0.610, 0.657], [-3.399, -1.286, -0.720], [-2.075, -1.061, -1.455], [-1.848, 0.326, -1.759], [-0.993, 1.118, -1.090], [-1.066, 2.419, -1.376], [-0.216, 3.238, -0.770], [-0.323, 4.533, -1.073], [0.757, 2.748, 0.165], [1.666, 3.585, 0.780], [1.653, 4.795, 0.533], [2.494, 3.117, 1.571], [0.735, 1.327, 0.390], [1.562, 0.742, 1.256], [1.666, -0.691, 1.416], [2.784, -1.236, 0.562], [2.599, -1.372, -0.809], [3.630, -1.823, -1.612], [4.857, -2.141, -1.054], [5.049, -2.005, 0.310], [4.018, -1.550, 1.114], [-0.139, 0.548, -0.244], [-5.396, -2.480, 0.916], [-6.055, -1.574, 2.297], [-4.418, -2.275, 2.394], [-2.682, -1.115, 1.319], [-3.101, 0.435, 0.551], [-4.223, -0.876, -1.308], [-3.558, -2.360, -0.612], [-2.078, -1.632, -2.390], [-1.239, -1.390, -0.837], [-2.526, 0.811, -2.328], [-1.023, 4.803, -1.741], [0.319, 5.188, -0.642], [2.270, 1.342, 1.675], [0.710, -1.124, 1.114], [1.853, -0.902, 2.472], [1.642, -1.116, -1.238], [3.478, -1.925, -2.677], [5.663, -2.492, -1.681], [6.006, -2.249, 0.749], [4.173, -1.441, 2.178]],
  "lowdin_charge": [-0.117, -0.188, -0.238, -0.157, -0.192, 0.064, -0.411, 0.158, -0.304, 0.179, -0.025, -0.337, 0.025, 0.030, -0.234, 0.093, -0.125, -0.210, -0.039, -0.081, -0.093, -0.086, -0.046, 0.167, 0.082, 0.089, 0.090, 0.125, 0.121, 0.120, 0.109, 0.119, 0.105, 0.146, 0.114, 0.084, 0.119, 0.110, 0.124, 0.099, 0.102, 0.100, 0.102, 0.109]
}

=====

3.
{
  "formula": "C15H20N6OS",
  "method": "ωB97M-V with the def2-TZVPD basis set",
  "smiles": "Cc1cc(C)nc(N2CCC[C@H](C(=O)Nc3nnc(C)s3)C2)n1",
  "e_above_lowest_ev": 0.000,
  "fmax_ev_per_a": 1.59,
  "lumo_energy_ev": 0.74,
  "energy_ha": -1385.60788,
  "homo_lumo_gap_ev": 8.97,
  "species": ["C", "C", "C", "C", "C", "N", "C", "N", "C", "C", "C", "C", "C", "O", "N", "C", "N", "N", "C", "C", "S", "C", "N", "H", "H", "H", "H", "H", "H", "H", "H", "H", "H", "H", "H", "H", "H", "H", "H", "H", "H", "H", "H"],
  "coordinates": [[-0.859, -3.133, 1.511], [-0.457, -2.293, 0.347], [-1.341, -2.011, -0.690], [-0.899, -1.157, -1.694], [-1.768, -0.766, -2.845], [0.315, -0.625, -1.656], [1.099, -0.959, -0.630], [2.349, -0.416, -0.617], [3.247, -0.649, 0.488], [3.112, 0.426, 1.572], [3.088, 1.841, 0.977], [2.266, 2.008, -0.312], [0.760, 2.102, -0.175], [0.084, 2.789, -0.909], [0.182, 1.331, 0.797], [-1.165, 1.114, 0.840], [-1.715, 0.278, 1.656], [-3.031, 0.180, 1.485], [-3.502, 0.933, 0.559], [-4.930, 0.992, 0.179], [-2.271, 1.909, -0.246], [2.567, 0.839, -1.281], [0.768, -1.782, 0.366], [-1.497, -2.533, 2.160], [0.019, -3.444, 2.069], [-1.423, -4.003, 1.184], [-2.337, -2.422, -0.699], [-2.379, -1.605, -3.168], [-1.151, -0.412, -3.666], [-2.429, 0.046, -2.543], [3.029, -1.633, 0.902], [4.266, -0.643, 0.085], [3.961, 0.349, 2.255], [2.221, 0.221, 2.170], [2.738, 2.550, 1.731], [4.116, 2.116, 0.726], [2.569, 2.938, -0.803], [0.732, 0.715, 1.379], [-5.502, 0.339, 0.833], [-5.060, 0.673, -0.854], [-5.302, 2.012, 0.267], [1.918, 0.892, -2.155], [3.613, 0.893, -1.596]],
  "lowdin_charge": [-0.028, -0.331, -0.001, -0.327, -0.025, 0.180, -0.370, -0.062, -0.156, -0.164, -0.139, -0.191, -0.452, 0.013, 0.136, -0.584, 0.012, -0.006, -0.634, -0.086, 1.135, -0.107, 0.178, 0.076, 0.076, 0.079, 0.117, 0.080, 0.082, 0.055, 0.114, 0.126, 0.115, 0.097, 0.119, 0.118, 0.151, 0.116, 0.081, 0.073, 0.076, 0.122, 0.133]
}

=====

4.
{
  "formula": "C15H21AuBN3O3S",
  "method": "ωB97M-V with the def2-TZVPD basis set",
  "e_above_lowest_ev": 1.396,
  "charge": -2,
  "fmax_ev_per_a": 0.43,
  "lumo_energy_ev": 4.72,
  "energy_ha": -1532.94697,
  "homo_lumo_gap_ev": 6.18,
  "species": ["Au", "C", "C", "N", "C", "C", "C", "S", "N", "C", "O", "C", "C", "C", "C", "C", "C", "H", "H", "H", "H", "H", "H", "H", "H", "H", "H", "H", "H", "H", "H", "H", "B", "C", "N", "H", "H", "H", "C", "O", "C", "O", "H", "H", "H"],
  "coordinates": [[2.081, -1.068, 0.093], [-4.366, 0.198, -1.007], [-3.857, -0.709, 0.107], [-2.846, -1.659, -0.317], [-3.252, -3.035, -0.519], [-3.735, -3.327, -1.935], [-1.547, -1.239, -0.545], [-0.387, -2.335, -1.074], [-1.391, 0.065, -0.244], [-0.267, 0.734, -0.519], [0.682, 0.438, -1.261], [-0.207, 2.104, 0.156], [1.003, 2.791, 0.140], [1.101, 4.036, 0.741], [-0.010, 4.608, 1.349], [-1.220, 3.927, 1.362], [-1.315, 2.674, 0.772], [-5.132, 0.877, -0.621], [-4.806, -0.378, -1.822], [-3.546, 0.793, -1.405], [-4.689, -1.287, 0.521], [-3.446, -0.093, 0.908], [-4.043, -3.261, 0.206], [-2.398, -3.671, -0.293], [-4.626, -2.748, -2.188], [-3.979, -4.387, -2.047], [-2.945, -3.082, -2.644], [1.852, 2.325, -0.344], [2.051, 4.558, 0.738], [0.070, 5.584, 1.816], [-2.088, 4.372, 1.838], [-2.241, 2.116, 0.782], [6.147, 0.801, -2.820], [4.858, 0.153, -2.116], [3.926, -0.321, -1.624], [6.762, 1.455, -1.995], [5.768, 1.515, -3.733], [6.845, -0.106, -3.248], [3.993, -1.704, 3.809], [3.448, -1.098, 2.653], [2.721, -1.951, 1.811], [2.604, -3.106, 2.162], [4.720, -1.000, 4.217], [4.481, -2.653, 3.577], [3.224, -1.902, 4.564]],
  "lowdin_charge": [0.679, -0.092, -0.244, -0.157, -0.292, -0.100, -0.780, 0.611, 0.064, -0.518, -0.126, -0.128, -0.019, -0.094, -0.127, -0.114, -0.044, 0.061, 0.053, 0.063, 0.102, 0.098, 0.102, 0.057, 0.052, 0.061, 0.057, 0.114, 0.094, 0.084, 0.085, 0.090, -0.507, -0.292, 0.029, -0.034, -0.033, -0.033, -0.152, -0.204, -0.601, -0.083, 0.071, 0.071, 0.074]
}

=====

5.
{
  "formula": "C15H21BBr30N3O",
  "method": "ωB97M-V with the def2-TZVPD basis set",
  "charge": 1,
  "fmax_ev_per_a": 2.53,
  "lumo_energy_ev": -2.68,
  "energy_ha": -78068.67675,
  "homo_lumo_gap_ev": 8.21,
  "species": ["C", "N", "C", "B", "O", "C", "C", "N", "C", "N", "H", "H", "H", "H", "H", "H", "H", "H", "H", "H", "H", "C", "Br", "Br", "Br", "H", "C", "Br", "Br", "Br", "H", "C", "Br", "Br", "Br", "H", "C", "Br", "Br", "Br", "H", "C", "Br", "Br", "Br", "H", "C", "Br", "Br", "Br", "H", "C", "Br", "Br", "Br", "H", "C", "Br", "Br", "Br", "H", "C", "Br", "Br", "Br", "H", "C", "Br", "Br", "Br", "H"],
  "coordinates": [[-2.367, 1.328, 3.488], [-3.241, 2.466, 3.119], [-2.492, 3.694, 2.775], [-4.233, 2.114, 2.128], [-3.909, 1.701, 0.878], [-5.785, 2.262, 2.560], [-6.416, 1.213, 3.115], [-7.690, 1.710, 3.394], [-7.799, 2.942, 3.022], [-6.636, 3.341, 2.499], [-1.547, 1.722, 4.093], [-2.942, 0.678, 4.161], [-1.978, 0.765, 2.633], [-1.594, 3.774, 3.385], [-2.294, 3.776, 1.698], [-3.130, 4.554, 3.031], [-4.694, 1.622, 0.319], [-6.010, 0.239, 3.326], [-8.429, 1.171, 3.844], [-8.674, 3.560, 3.148], [-6.399, 4.254, 2.144], [-11.060, -0.514, 2.323], [-9.933, -0.060, 0.826], [-10.014, -0.751, 3.933], [-12.479, 0.762, 2.574], [-11.521, -1.467, 2.098], [0.762, -1.037, 0.789], [0.772, -2.351, 2.200], [-0.990, -0.267, 0.543], [2.094, 0.319, 1.067], [1.016, -1.554, -0.127], [5.566, -1.968, -0.792], [4.133, -2.600, 0.329], [5.065, -1.963, -2.649], [6.216, -0.241, -0.233], [6.385, -2.664, -0.682], [5.377, 1.691, -5.102], [6.575, 2.061, -3.639], [5.896, 0.103, -6.062], [3.543, 1.600, -4.514], [5.450, 2.520, -5.792], [8.005, -4.835, -2.679], [6.591, -5.468, -1.531], [7.470, -4.802, -4.526], [8.677, -3.118, -2.102], [8.822, -5.539, -2.596], [4.014, 4.252, 1.329], [4.740, 2.800, 0.289], [3.052, 5.507, 0.227], [2.933, 3.612, 2.792], [4.849, 4.784, 1.762], [11.395, -4.426, -4.671], [13.269, -4.102, -4.368], [10.815, -3.695, -6.356], [10.960, -6.301, -4.519], [10.851, -3.907, -3.894], [13.725, -3.896, -8.907], [15.592, -3.573, -8.557], [13.178, -3.167, -10.605], [13.285, -5.764, -8.758], [13.164, -3.377, -8.141], [-8.904, 2.685, -2.049], [-7.834, 3.082, -0.484], [-8.435, 0.978, -2.804], [-10.785, 2.805, -1.671], [-8.673, 3.439, -2.790], [-9.124, -1.809, 7.937], [-8.065, -1.374, 6.376], [-8.029, -1.960, 9.509], [-10.566, -0.557, 8.178], [-9.566, -2.779, 7.757]],
  "lowdin_charge": [-0.067, -0.129, -0.053, -0.543, 0.192, -0.092, 0.029, 0.117, -0.103, 0.136, 0.091, 0.089, -0.016, 0.089, 0.090, 0.083, 0.109, 0.150, 0.060, 0.171, 0.174, -1.591, 0.557, 0.568, 0.604, -0.021, -1.624, 0.571, 0.642, 0.534, -0.036, -1.639, 0.569, 0.552, 0.541, -0.130, -1.632, 0.554, 0.563, 0.557, -0.031, -1.600, 0.616, 0.574, 0.633, -0.068, -1.621, 0.520, 0.575, 0.551, -0.029, -1.621, 0.594, 0.582, 0.587, -0.088, -1.663, 0.568, 0.570, 0.552, -0.088, -1.616, 0.573, 0.595, 0.588, -0.024, -1.622, 0.507, 0.608, 0.585, -0.022]
}